[1]
Here is a structure of composition H26NeO13 in a non-equilibrium geometry from OMol25. Energies are from ωB97M-V/def2-TZVPD.

Properties
HOMO energy: -10.72 eV
Frontier orbital gap: 10.244 eV
Energy relative to the best compared isomer or geometry (same formula, charge and spin): 0.781 eV
Multiplicity: 1

Geometry (Å):
Ne -0.203 -0.368 -0.215
O -0.688 -3.530 0.540
H -0.624 -3.405 -0.407
H 0.088 -3.095 0.893
O -3.318 0.634 -1.294
H -3.037 -0.043 -0.678
H -3.583 1.368 -0.740
O 0.998 2.061 1.383
H 0.788 2.314 0.484
H 0.229 2.320 1.891
O 0.203 -2.227 -2.484
H 0.533 -1.863 -3.306
H 0.867 -1.994 -1.835
O -1.557 0.626 -3.567
H -2.175 0.353 -2.888
H -1.991 1.356 -4.007
O 0.301 2.205 -1.402
H 0.370 3.128 -1.647
H -0.632 2.069 -1.240
O -3.123 -1.774 1.078
H -2.374 -2.365 1.150
H -3.713 -2.047 1.781
O -1.215 -0.175 4.078
H -1.825 -0.887 4.270
H -1.466 0.126 3.205
O 1.790 -2.320 1.968
H 2.076 -1.444 1.708
H 2.572 -2.865 1.878
O -1.832 2.076 2.203
H -2.400 2.493 1.554
H -1.785 2.707 2.921
O 3.100 0.186 1.384
H 2.250 0.624 1.344
H 3.281 -0.069 0.480
O 2.803 -0.773 -1.180
H 2.830 0.051 -1.667
H 3.603 -1.231 -1.439
O 3.005 1.723 -2.396
H 2.177 1.968 -1.984
H 3.677 2.086 -1.819

Here are the Löwdin charges for atoms 1 to 2, given in e:
1 Ne 0.06
2 O -0.05

---

[2]
Here is a cluster of 13 separate species, H26O13 in total in a non-equilibrium geometry from OMol25. Energies are from ωB97M-V/def2-TZVPD.

Properties
HOMO energy: -10.44 eV
Frontier orbital gap: 10.333 eV
Energy relative to the best compared isomer or geometry (same formula, charge and spin): 5.552 eV
Multiplicity: 1

Geometry (Å):
O 0.260 -3.870 0.791
H -0.275 -3.189 0.831
H 0.243 -3.755 -0.204
O -0.626 1.108 -0.937
H -0.418 1.911 -0.387
H -0.684 0.397 -0.305
O 2.764 1.377 -0.448
H 2.777 0.639 -1.099
H 1.920 1.187 -0.042
O -2.948 2.300 -0.450
H -2.839 2.649 0.351
H -2.212 1.737 -0.652
O -3.261 -0.230 0.092
H -3.593 -1.045 0.382
H -3.962 0.374 0.112
O 0.050 0.218 3.693
H 0.185 0.947 4.383
H -0.612 0.516 3.008
O 2.131 -1.601 -0.833
H 2.088 -2.481 -1.304
H 1.656 -1.631 0.032
O -2.063 1.897 2.006
H -1.764 1.845 1.082
H -2.711 2.630 2.088
O 2.787 0.097 -3.319
H 2.283 0.757 -3.852
H 1.961 -0.457 -3.339
O -0.812 -0.879 0.778
H -1.255 -0.591 1.643
H 0.139 -1.214 1.213
O 0.537 3.212 -1.410
H 0.249 2.944 -2.254
H 1.347 3.739 -1.825
O 0.553 -3.070 -2.620
H 0.277 -3.231 -1.816
H 0.796 -2.116 -2.569
O 1.482 -1.355 2.152
H 2.386 -1.188 2.319
H 1.165 -0.580 2.710

Here are the Löwdin charges for atoms 1 to 2, given in e:
1 O 0.02
2 H -0.09

---

[3]
Here is a cluster of 13 separate species, H26O13 in total in a non-equilibrium geometry from OMol25. Energies are from ωB97M-V/def2-TZVPD.

Properties
HOMO energy: -7.80 eV
Frontier orbital gap: 7.814 eV
Energy relative to the best compared isomer or geometry (same formula, charge and spin): 7.944 eV
Multiplicity: 1

Geometry (Å):
H -0.497 0.037 0.674
H 0.193 -0.255 -0.649
H -0.081 -4.350 -3.371
H 1.395 -4.101 -3.630
H 1.301 2.938 1.212
H 2.239 3.436 0.125
H -4.035 1.492 -0.703
H -3.224 2.629 -0.102
H 2.075 -1.371 3.611
H 2.140 0.144 3.511
H -0.993 -0.059 4.311
H -1.972 -1.050 3.702
H -3.540 -3.445 -1.430
H -2.539 -3.782 -2.523
H 3.157 -0.734 -1.916
H 4.085 0.379 -2.372
H -0.153 3.609 -1.786
H 0.904 3.906 -2.838
H -3.258 0.220 0.737
H -3.780 -0.874 -0.180
H 4.603 -2.141 0.282
H 4.581 -0.852 -0.523
H 2.761 0.564 -0.060
H 3.781 0.249 1.022
H -4.662 1.055 1.874
H -3.904 2.371 1.942
O -0.675 -0.249 -0.229
O 0.607 -3.684 -3.265
O 1.306 3.282 0.311
O -4.131 2.348 -0.270
O 2.001 -0.647 2.979
O -1.702 -0.126 3.661
O -2.889 -4.108 -1.686
O 4.086 -0.541 -2.084
O 0.750 3.387 -2.040
O -3.018 -0.302 -0.037
O 4.810 -1.786 -0.590
O 2.859 0.502 0.897
O -4.579 1.908 1.433

Here are the Löwdin charges for atoms 1 to 2, given in e:
1 H 0.03
2 H 0.03

---

[4]
Here is a cluster of 13 separate species, H26O13 in total in a non-equilibrium geometry from OMol25. Energies are from ωB97M-V/def2-TZVPD.

Properties
HOMO energy: -10.32 eV
Frontier orbital gap: 9.926 eV
Energy relative to the best compared isomer or geometry (same formula, charge and spin): 4.432 eV
Multiplicity: 1

Geometry (Å):
H -1.190 -0.654 0.761
H -0.490 0.390 -0.093
H -0.021 2.251 -2.591
H -0.743 1.636 -1.403
H -3.828 -0.088 3.017
H -4.058 -0.385 1.544
H 1.693 4.606 0.853
H 0.622 4.298 1.886
H -2.124 -3.346 1.351
H -3.196 -2.309 1.646
H 2.797 -2.331 -2.866
H 2.387 -0.947 -2.391
H -2.778 2.643 0.286
H -1.697 3.612 -0.165
H 4.025 -1.619 0.077
H 2.918 -0.578 0.052
H 2.684 2.475 -2.907
H 1.466 2.532 -2.000
H -0.074 -3.263 -1.942
H -1.352 -4.086 -1.919
H -0.376 -0.332 2.622
H 0.395 -1.558 3.082
H 0.961 -3.507 -0.464
H 1.753 -4.443 -1.363
H -0.404 2.120 1.756
H 0.230 2.899 0.615
O -1.045 0.296 0.690
O -0.822 1.770 -2.354
O -3.479 0.105 2.139
O 1.553 4.148 1.689
O -2.298 -2.398 1.308
O 3.158 -1.515 -2.504
O -2.535 3.575 0.311
O 3.502 -1.051 0.655
O 1.898 1.976 -2.658
O -0.829 -3.510 -2.488
O -0.494 -1.187 3.051
O 1.421 -4.354 -0.462
O 0.368 2.129 1.178

Here are the Löwdin charges for atoms 1 to 2, given in e:
1 H 0.01
2 H 0.03

---

- multiplicity of number 4 (H26O13)?
  1

---

- What is the HOMO energy in the second record?
  -10.44 eV

---

- What is the frontier orbital gap in the first record?
  10.244 eV